{"formula": "C4H6F6O7S2Sn", "method": "wB97M-V/def2-TZVPD", "lumo_energy_ha": -0.1519, "homo_lumo_gap_ev": 5.31, "species": ["Sn", "S", "S", "F", "F", "F", "F", "F", "F", "O", "O", "O", "O", "O", "O", "O", "C", "C", "C", "C", "H", "H", "H", "H", "H", "H"], "positions_angstrom": [[-0.704, -0.400, -1.059], [-0.077, 3.280, 0.388], [3.323, 0.296, -1.360], [5.765, -0.525, -0.800], [-0.080, 2.233, 2.749], [4.456, -0.397, 0.978], [0.263, 4.363, 2.796], [1.860, 3.027, 2.157], [4.228, -1.987, -0.440], [3.393, -0.318, -2.673], [2.016, 0.012, -0.723], [3.674, 1.686, -1.419], [-2.719, -1.654, 0.535], [-1.506, 3.510, 0.495], [0.261, 1.935, -0.150], [0.533, 4.380, -0.303], [4.550, -0.694, -0.313], [-3.913, -2.170, -0.098], [0.556, 3.255, 2.150], [-3.560, -3.416, -0.890], [-4.271, -1.411, -0.798], [-4.441, -3.775, -1.421], [-2.740, -3.205, -1.582], [-4.658, -2.394, 0.663], [-3.199, -4.255, -0.294], [-3.009, -1.376, 1.412]], "forces_ev_per_angstrom": [[2.8473, 2.5192, 1.3460], [-2.1267, 2.5127, -0.9132], [0.0303, 0.3685, -2.9126], [0.2395, 0.2298, 0.4472], [0.1732, -0.1099, 0.3452], [0.4973, 0.2981, 0.0258], [0.1310, 0.2317, -0.0030], [0.0378, 0.1203, 0.3091], [0.0265, -0.1717, 0.0121], [0.1487, -0.6784, 0.6792], [-1.8062, -0.8382, 0.8866], [0.2132, -0.2430, 1.3955], [0.1209, 0.2483, 0.0569], [0.0542, -1.1629, 0.7314], [-0.4642, -1.9849, -0.3715], [1.2197, -0.7510, 0.3605], [-1.3988, 0.1168, -0.7695], [0.3689, -0.5617, -0.6979], [-0.3399, -0.8144, -1.2148], [0.1875, -0.1720, 0.1748], [-0.3051, 0.0383, 0.2250], [0.0987, 0.1250, -0.2472], [-0.2473, 0.0648, -0.2759], [-0.0643, 0.1672, -0.0374], [-0.1149, 0.2078, 0.3608], [0.4727, 0.2395, 0.0871]]}

***

{"formula": "C4H6FI", "method": "wB97M-V/def2-TZVPD", "lumo_energy_ha": [-0.0387, -0.0255], "homo_lumo_gap_ev": [7.29, 7.44], "species": ["I", "F", "C", "C", "C", "C", "H", "H", "H", "H", "H", "H"], "positions_angstrom": [[-0.392, -3.229, 1.066], [-2.001, -1.940, -0.960], [-0.699, -1.922, -0.591], [0.973, 0.037, 0.787], [-0.328, 0.244, 0.122], [-0.391, 1.436, -0.693], [0.409, 1.693, -1.296], [0.912, -0.683, 1.569], [-1.265, 1.617, -1.310], [1.705, -0.518, 0.152], [-0.294, 2.300, 0.064], [1.370, 0.966, 1.088]], "forces_ev_per_angstrom": [[-0.1661, -0.1682, 0.0788], [1.3509, -0.3157, 0.4748], [-1.3488, 2.3398, -0.2104], [-0.0659, -1.2104, -0.9245], [0.6193, -2.6360, -0.6382], [-1.7759, 1.6965, 1.4661], [2.3127, -0.1155, -1.3432], [-0.2882, -0.1708, 1.1730], [-0.4621, -0.2264, 0.2888], [-0.4974, 0.8172, -0.2397], [-0.5426, -1.0616, -0.6534], [0.8641, 1.0511, 0.5280]]}

***

ΔE to the lowest compared entry with this formula, charge and spin (computed, eV): 0.000 5.110